{"formula": "C48H42F4N6O24", "method": "wB97M-V/def2-TZVPD", "elements": ["O", "N", "O", "C", "C", "C", "C", "C", "C", "H", "H", "H", "H", "H", "O", "N", "O", "C", "C", "C", "C", "C", "C", "H", "H", "H", "H", "H", "O", "N", "O", "C", "C", "C", "C", "C", "C", "H", "H", "H", "H", "H", "O", "N", "O", "C", "C", "C", "C", "C", "C", "H", "H", "H", "H", "H", "O", "N", "O", "C", "C", "C", "C", "C", "C", "H", "H", "H", "H", "H", "O", "N", "O", "C", "C", "C", "C", "C", "C", "H", "H", "H", "H", "H", "O", "C", "O", "C", "C", "F", "O", "H", "H", "H", "O", "C", "O", "C", "C", "F", "O", "H", "H", "H", "O", "C", "O", "C", "C", "F", "O", "H", "H", "H", "O", "C", "O", "C", "C", "F", "O", "H", "H", "H"], "coordinates": [[4.478, -1.951, -5.315], [3.813, -2.545, -4.481], [2.682, -2.989, -4.631], [4.360, -2.591, -3.166], [5.447, -1.824, -2.843], [5.932, -1.917, -1.573], [5.329, -2.703, -0.601], [4.219, -3.478, -0.922], [3.742, -3.398, -2.228], [6.016, -1.329, -3.615], [6.803, -1.314, -1.351], [5.618, -2.794, 0.415], [3.938, -4.239, -0.210], [2.873, -3.928, -2.515], [-5.041, 3.821, 7.640], [-4.099, 3.967, 6.899], [-3.239, 4.822, 7.057], [-3.914, 3.045, 5.738], [-5.022, 2.411, 5.245], [-4.816, 1.719, 4.054], [-3.573, 1.582, 3.493], [-2.452, 2.184, 4.104], [-2.635, 2.974, 5.223], [-5.934, 2.437, 5.792], [-5.692, 1.340, 3.582], [-3.486, 1.086, 2.525], [-1.432, 2.003, 3.795], [-1.758, 3.405, 5.667], [5.480, 2.830, -1.560], [4.465, 3.467, -1.203], [4.181, 3.614, -0.026], [3.610, 4.024, -2.209], [2.523, 4.769, -1.789], [1.755, 5.372, -2.757], [2.069, 5.227, -4.061], [3.209, 4.482, -4.462], [3.980, 3.850, -3.522], [2.229, 4.844, -0.739], [0.856, 5.852, -2.436], [1.500, 5.727, -4.825], [3.470, 4.372, -5.507], [4.905, 3.289, -3.665], [-0.731, 4.894, 2.505], [-0.824, 4.931, 1.305], [0.121, 4.755, 0.530], [-2.182, 5.300, 0.770], [-2.405, 5.331, -0.621], [-3.702, 5.694, -1.043], [-4.703, 5.890, -0.118], [-4.491, 5.779, 1.259], [-3.178, 5.556, 1.663], [-1.631, 5.011, -1.311], [-3.933, 5.761, -2.102], [-5.691, 6.054, -0.470], [-5.263, 5.939, 2.021], [-2.952, 5.404, 2.726], [-0.908, -4.419, -1.615], [-0.304, -5.308, -1.015], [0.485, -5.113, -0.109], [-0.647, -6.610, -1.472], [-1.907, -6.816, -2.102], [-2.233, -8.121, -2.437], [-1.329, -9.136, -2.128], [-0.075, -8.931, -1.531], [0.218, -7.635, -1.160], [-2.608, -6.031, -2.387], [-3.146, -8.461, -2.866], [-1.564, -10.186, -2.228], [0.584, -9.760, -1.357], [1.137, -7.338, -0.726], [-2.538, 0.422, -0.095], [-1.565, 0.988, 0.405], [-1.667, 2.053, 0.991], [-0.277, 0.303, 0.397], [-0.153, -0.885, -0.313], [1.106, -1.527, -0.281], [2.149, -0.905, 0.398], [2.014, 0.317, 0.967], [0.795, 0.971, 0.979], [-0.985, -1.374, -0.765], [1.142, -2.484, -0.752], [3.156, -1.324, 0.573], [2.932, 0.762, 1.373], [0.602, 1.869, 1.620], [5.138, -1.637, 3.531], [5.607, -0.663, 3.075], [6.507, 0.144, 3.646], [6.724, 1.293, 2.760], [6.227, 0.844, 1.426], [7.222, 0.199, 0.758], [5.353, -0.152, 1.804], [6.102, 2.120, 3.133], [7.738, 1.550, 2.735], [5.759, 1.504, 0.704], [5.283, -4.646, 1.910], [4.295, -4.446, 2.583], [4.156, -4.792, 3.923], [2.905, -4.401, 4.359], [2.097, -4.024, 3.097], [1.581, -2.779, 3.202], [3.076, -4.035, 2.096], [2.424, -5.190, 4.926], [2.982, -3.511, 4.972], [1.216, -4.624, 2.894], [-6.610, 4.846, -2.461], [-6.543, 3.796, -1.959], [-5.405, 3.121, -1.592], [-5.779, 1.790, -1.196], [-7.196, 2.024, -0.713], [-7.375, 2.443, 0.568], [-7.608, 3.143, -1.480], [-5.859, 1.136, -2.063], [-5.056, 1.354, -0.529], [-7.862, 1.211, -0.933], [-5.877, -3.477, -3.368], [-4.849, -2.920, -3.297], [-3.617, -3.433, -3.511], [-2.651, -2.373, -3.376], [-3.519, -1.114, -3.293], [-3.784, -0.613, -4.519], [-4.757, -1.631, -2.900], [-2.029, -2.547, -2.476], [-2.023, -2.329, -4.306], [-3.228, -0.314, -2.623]], "e_tot_ha": -4387.54840, "smiles": "O=[N+]([O-])c1ccccc1.O=[N+]([O-])c1ccccc1.O=[N+]([O-])c1ccccc1.O=[N+]([O-])c1ccccc1.O=[N+]([O-])c1ccccc1.O=[N+]([O-])c1ccccc1.O=C1OC[C@@H](F)O1.O=C1OC[C@@H](F)O1.O=C1OC[C@@H](F)O1.O=C1OC[C@@H](F)O1", "homo_energy_ev": -9.86, "spin_multiplicity": 1}

***

{"formula": "C4H13NO2", "method": "wB97M-V/def2-TZVPD", "elements": ["C", "O", "C", "C", "C", "N", "H", "H", "H", "H", "H", "H", "H", "H", "H", "H", "H", "H", "H", "O"], "coordinates": [[1.891, -1.024, -0.686], [1.834, -2.419, -0.367], [1.028, -0.348, 0.361], [-0.493, -0.613, 0.001], [-1.051, 0.400, -1.006], [-2.280, 1.106, -0.609], [2.931, -0.730, -0.745], [1.426, -0.865, -1.674], [2.176, -2.897, -1.132], [1.421, -0.588, 1.334], [0.973, 0.734, 0.204], [-0.480, -1.681, -0.192], [-1.030, -0.488, 0.946], [-1.420, -0.186, -1.850], [-0.324, 1.173, -1.190], [-3.058, 0.948, -1.262], [-2.116, 2.110, -0.555], [-0.649, 1.714, 2.044], [-0.001, 1.663, 3.422], [-0.777, 1.990, 2.954]], "s2": 0.754, "e_tot_ha": -365.04691, "homo_energy_ev": [-13.95, -13.94], "spin_multiplicity": 2, "total_charge": 1, "de_lowest_kcal_mol": 62.8}

***

{"formula": "C48H45FN6O7Sr", "method": "wB97M-V/def2-TZVPD", "elements": ["Sr", "C", "C", "C", "C", "C", "N", "C", "C", "C", "N", "C", "C", "C", "C", "C", "C", "C", "C", "N", "C", "C", "C", "N", "C", "C", "C", "C", "O", "C", "O", "H", "H", "H", "H", "H", "H", "H", "H", "H", "H", "H", "H", "H", "H", "H", "H", "H", "H", "H", "H", "H", "H", "H", "H", "H", "H", "H", "H", "C", "C", "C", "C", "C", "C", "C", "F", "C", "C", "C", "O", "C", "C", "N", "C", "C", "O", "O", "H", "H", "H", "H", "H", "H", "H", "H", "H", "H", "H", "O", "C", "O", "C", "C", "C", "C", "C", "C", "C", "C", "C", "N", "H", "H", "H", "H", "H", "H"], "coordinates": [[0.305, 0.184, -1.570], [7.428, -0.014, -2.558], [6.046, -0.158, -2.005], [5.774, 0.085, -0.691], [4.434, 0.125, -0.231], [4.006, 0.635, 0.978], [4.646, 0.721, 2.159], [5.612, -0.247, 2.639], [5.105, -1.693, 2.517], [3.913, -2.079, 3.415], [2.713, -1.311, 3.163], [1.729, -1.518, 2.270], [1.271, -2.640, 1.614], [1.575, -3.999, 1.936], [1.040, -5.040, 1.247], [1.232, -6.467, 1.658], [0.234, -4.764, 0.109], [-0.126, -3.502, -0.248], [-1.047, -3.305, -1.394], [-0.841, -3.616, -2.592], [0.431, -4.072, -3.067], [0.732, -3.336, -4.375], [0.635, -1.815, -4.195], [1.496, -1.384, -3.125], [2.664, -0.998, -3.429], [3.684, -0.597, -2.484], [4.993, -0.506, -2.883], [3.337, -0.244, -1.128], [2.188, -0.303, -0.668], [0.310, -2.354, 0.527], [-0.084, -1.207, 0.278], [8.144, 0.208, -1.771], [7.441, 0.802, -3.277], [7.735, -0.921, -3.073], [6.568, 0.393, -0.026], [2.981, 0.995, 0.969], [4.192, 1.276, 2.866], [5.836, -0.001, 3.678], [6.539, -0.165, 2.067], [5.931, -2.357, 2.773], [4.833, -1.873, 1.476], [4.176, -1.946, 4.470], [3.710, -3.135, 3.242], [2.766, -0.366, 3.517], [1.166, -0.622, 2.015], [2.166, -4.205, 2.817], [1.818, -6.543, 2.571], [1.731, -7.030, 0.871], [0.262, -6.932, 1.829], [-0.142, -5.603, -0.461], [-2.025, -2.896, -1.162], [0.353, -5.146, -3.272], [1.250, -3.905, -2.349], [0.005, -3.638, -5.128], [1.734, -3.607, -4.717], [-0.388, -1.560, -3.917], [0.904, -1.326, -5.141], [2.995, -0.988, -4.479], [5.242, -0.700, -3.919], [-6.936, -0.370, 1.690], [-6.847, 0.750, 0.648], [-7.566, 2.028, 1.068], [-6.924, 2.596, 2.323], [-5.423, 2.707, 2.163], [-4.814, 3.606, 3.103], [-3.623, 4.216, 3.090], [-3.292, 5.009, 4.163], [-2.560, 4.151, 2.044], [-3.353, 1.961, 1.001], [-2.746, 1.169, 0.069], [-1.405, 1.213, 0.106], [-3.489, 0.347, -0.810], [-4.828, 0.326, -0.571], [-5.450, 1.056, 0.382], [-4.767, 1.959, 1.213], [-2.854, -0.470, -1.934], [-3.568, -1.288, -2.501], [-1.646, -0.203, -2.184], [-7.974, -0.577, 1.940], [-6.401, -0.089, 2.593], [-6.485, -1.280, 1.300], [-7.284, 0.389, -0.291], [-8.624, 1.827, 1.245], [-7.484, 2.748, 0.249], [-7.175, 1.967, 3.185], [-7.344, 3.584, 2.529], [-5.443, 3.852, 3.951], [-1.651, 4.625, 2.441], [-5.459, -0.318, -1.167], [3.345, 2.347, -2.319], [2.130, 2.242, -2.416], [1.453, 1.381, -3.026], [1.172, 3.210, -1.740], [0.711, 4.384, -2.339], [-0.424, 4.962, -1.823], [-1.088, 4.401, -0.718], [-2.355, 4.997, -0.330], [-3.000, 4.904, 0.827], [-2.269, 2.668, 1.767], [-1.032, 2.340, 0.913], [-0.491, 3.282, -0.140], [0.599, 2.714, -0.660], [1.214, 4.789, -3.204], [-0.849, 5.842, -2.286], [-2.801, 5.612, -1.102], [-3.932, 5.438, 0.940], [-2.141, 2.181, 2.744], [-0.184, 2.028, 1.535]], "e_tot_ha": -2841.95122, "homo_energy_ev": -5.99, "spin_multiplicity": 1, "de_lowest_kcal_mol": 148.0}

***

{"formula": "C4H9NO2", "method": "wB97M-V/def2-TZVPD", "elements": ["C", "C", "O", "C", "C", "N", "O", "H", "H", "H", "H", "H", "H", "H", "H", "H"], "coordinates": [[1.004, -0.048, -1.831], [-0.007, 0.011, -0.697], [-1.018, -0.992, -0.828], [0.642, -0.218, 0.668], [-0.077, 0.453, 1.829], [-1.437, 0.408, 1.757], [0.522, 1.001, 2.738], [1.530, -1.008, -1.842], [1.742, 0.753, -1.713], [0.515, 0.094, -2.803], [-0.486, 1.002, -0.705], [-1.414, -0.907, -1.705], [0.668, -1.302, 0.845], [1.671, 0.146, 0.686], [-1.960, 0.776, 2.537], [-1.895, -0.169, 1.065]], "e_tot_ha": -363.07167, "smiles": "C[C@@H](O)CC(N)=O", "homo_energy_ev": -9.63, "spin_multiplicity": 1, "de_lowest_kcal_mol": 8.7}

***

{"formula": "C3H6O2S", "method": "wB97M-V/def2-TZVPD", "elements": ["O", "C", "O", "C", "C", "S", "H", "H", "H", "H", "H", "H"], "coordinates": [[1.315, -0.651, -1.610], [1.388, -0.207, -0.498], [2.577, -0.211, 0.209], [0.301, 0.395, 0.259], [-1.062, -0.205, -0.244], [-2.521, 0.017, 0.771], [3.336, -0.287, -0.353], [0.259, 0.287, 1.366], [0.337, 1.510, 0.152], [-0.791, -1.311, -0.419], [-1.411, 0.183, -1.240], [-3.729, 0.479, 1.607]], "e_tot_ha": -666.45422, "smiles": "O=C(O)CCS", "homo_energy_ev": -8.86, "spin_multiplicity": 1, "de_lowest_kcal_mol": 87.7}

***

{"formula": "C22H26N2O2SSe3Si2TeZr", "method": "wB97M-V/def2-TZVPD", "elements": ["Zr", "Se", "Se", "Te", "Se", "C", "Si", "C", "C", "C", "C", "C", "C", "C", "Si", "C", "C", "H", "H", "H", "H", "H", "H", "H", "H", "H", "H", "H", "H", "H", "H", "H", "H", "O", "C", "O", "C", "C", "C", "C", "C", "C", "S", "H", "H", "H", "H", "N", "C", "C", "C", "N", "C", "C", "H", "H", "H", "H", "H", "H"], "coordinates": [[0.296, -0.096, 0.264], [-1.505, 1.235, -1.556], [-0.828, 3.389, -1.868], [1.452, 1.021, -4.331], [0.108, -0.265, -2.664], [-2.563, 2.555, 1.631], [-1.350, 1.178, 2.136], [-2.488, -0.143, 2.903], [-0.401, 1.893, 3.640], [-0.921, 2.871, 4.495], [-0.216, 3.314, 5.605], [1.034, 2.772, 5.885], [1.562, 1.801, 5.045], [0.868, 1.353, 3.917], [1.571, 0.035, 2.710], [1.501, -1.586, 3.704], [3.426, 0.478, 2.643], [-3.160, 2.898, 2.484], [-3.255, 2.174, 0.874], [-2.057, 3.413, 1.184], [-3.098, 0.294, 3.703], [-1.923, -0.983, 3.310], [-3.155, -0.555, 2.141], [-1.897, 3.302, 4.289], [-0.635, 4.079, 6.250], [1.595, 3.113, 6.750], [2.543, 1.391, 5.271], [1.973, -1.456, 4.684], [2.022, -2.386, 3.172], [0.469, -1.909, 3.867], [3.878, 0.422, 3.640], [3.579, 1.492, 2.263], [3.955, -0.217, 1.989], [-1.374, -3.424, 1.872], [-0.500, -3.008, 1.139], [-0.603, -1.858, 0.506], [0.725, -3.828, 0.844], [0.574, -5.196, 1.100], [1.578, -6.108, 0.857], [2.789, -5.639, 0.349], [2.963, -4.296, 0.109], [1.950, -3.340, 0.348], [2.423, -1.685, 0.038], [-0.379, -5.514, 1.502], [1.426, -7.162, 1.056], [3.602, -6.327, 0.143], [3.907, -3.929, -0.274], [4.150, 5.003, -0.986], [3.391, 3.874, -0.693], [2.427, 3.900, 0.314], [1.676, 2.774, 0.543], [1.849, 1.628, -0.134], [2.794, 1.596, -1.078], [3.586, 2.682, -1.380], [3.691, 5.871, -0.756], [4.508, 5.014, -1.929], [2.229, 4.803, 0.877], [0.900, 2.774, 1.300], [2.898, 0.668, -1.626], [4.299, 2.608, -2.190]], "e_tot_ha": -9610.75647, "homo_energy_ev": -1.30, "spin_multiplicity": 1, "total_charge": -2, "de_lowest_kcal_mol": 0.0}

***

{"formula": "C9H20N3Si", "method": "wB97M-V/def2-TZVPD", "elements": ["C", "N", "C", "C", "N", "C", "C", "N", "Si", "C", "C", "C", "C", "H", "H", "H", "H", "H", "H", "H", "H", "H", "H", "H", "H", "H", "H", "H", "H", "H", "H", "H", "H"], "coordinates": [[-1.145, -0.611, 0.670], [0.075, -0.058, 1.263], [1.332, -0.553, 0.686], [0.082, 1.390, 1.603], [-0.077, 1.796, 3.099], [-1.061, 2.791, 3.279], [-0.867, 3.362, 4.467], [0.331, 2.844, 5.014], [0.942, 3.228, 6.689], [2.565, 4.033, 6.437], [0.934, 1.620, 7.565], [-0.242, 4.423, 7.548], [0.777, 1.953, 4.098], [-1.073, -1.683, 0.455], [-2.035, -0.445, 1.320], [-1.330, -0.110, -0.311], [1.313, -1.631, 0.474], [1.505, -0.032, -0.286], [2.195, -0.337, 1.349], [1.015, 1.862, 1.336], [-0.792, 1.931, 1.186], [-1.719, 3.081, 2.459], [-1.497, 4.088, 4.970], [2.983, 4.173, 7.437], [3.235, 3.403, 5.852], [2.464, 5.010, 5.959], [1.386, 1.810, 8.542], [-0.078, 1.238, 7.718], [1.528, 0.874, 7.035], [0.224, 4.574, 8.551], [-0.302, 5.409, 7.026], [-1.263, 3.989, 7.687], [1.747, 1.541, 4.189]], "e_tot_ha": -808.48906, "smiles": "CN(C)C[n+]1ccn([Si](C)(C)C)c1", "homo_energy_ev": -12.01, "spin_multiplicity": 1, "total_charge": 1, "de_lowest_kcal_mol": 0.0}

***

{"formula": "C22H37Cl2NO3RhS2SbSeSi", "method": "wB97M-V/def2-TZVPD", "elements": ["Rh", "C", "Si", "C", "C", "C", "C", "C", "C", "N", "C", "S", "H", "H", "H", "H", "H", "H", "H", "H", "H", "H", "H", "H", "C", "C", "Sb", "C", "C", "C", "C", "H", "H", "H", "H", "H", "H", "H", "H", "H", "H", "H", "H", "H", "H", "H", "Cl", "C", "Cl", "H", "H", "C", "S", "O", "O", "O", "H", "H", "H", "Se", "C", "C", "C", "C", "C", "C", "H", "H", "H", "H", "H"], "coordinates": [[0.276, 1.205, 0.154], [3.191, -2.469, 5.620], [3.326, -1.490, 4.018], [4.264, 0.105, 4.308], [4.221, -2.554, 2.760], [1.558, -1.039, 3.497], [0.484, -1.291, 4.347], [-0.812, -0.902, 4.024], [-1.010, -0.232, 2.833], [0.002, 0.041, 2.011], [1.251, -0.360, 2.311], [2.447, 0.101, 1.109], [4.157, -2.928, 5.841], [2.460, -3.276, 5.552], [2.926, -1.838, 6.469], [5.265, -0.094, 4.696], [3.741, 0.735, 5.030], [4.364, 0.672, 3.381], [5.139, -2.932, 3.216], [4.485, -1.993, 1.867], [3.622, -3.419, 2.462], [0.652, -1.808, 5.284], [-1.645, -1.108, 4.681], [-1.983, 0.117, 2.517], [1.312, -3.759, 0.726], [2.315, -3.103, -0.212], [1.451, -1.420, -1.211], [2.892, -0.915, -2.694], [4.032, -1.917, -2.794], [-0.088, -2.445, -2.312], [0.493, -3.560, -3.169], [1.761, -4.595, 1.268], [0.449, -4.153, 0.187], [0.942, -3.052, 1.474], [2.675, -3.807, -0.965], [3.178, -2.725, 0.332], [3.240, 0.084, -2.449], [2.326, -0.820, -3.619], [4.588, -1.996, -1.858], [4.739, -1.603, -3.564], [3.689, -2.920, -3.058], [-0.575, -1.671, -2.904], [-0.823, -2.814, -1.594], [1.225, -3.181, -3.885], [-0.296, -4.047, -3.749], [0.976, -4.334, -2.570], [-2.568, 1.805, -0.025], [-3.195, 0.395, -0.893], [-2.754, -1.132, -0.114], [-2.753, 0.404, -1.882], [-4.276, 0.468, -0.908], [-0.481, 3.220, -2.939], [0.374, 1.675, -2.852], [0.725, 1.293, -4.194], [1.509, 1.863, -1.934], [-0.560, 0.722, -2.186], [0.234, 3.985, -3.233], [-0.893, 3.458, -1.961], [-1.265, 3.130, -3.688], [0.674, 3.550, 0.759], [-0.898, 3.891, 1.796], [-1.884, 4.754, 1.323], [-3.049, 4.958, 2.050], [-3.239, 4.308, 3.261], [-2.250, 3.467, 3.751], [-1.086, 3.262, 3.027], [-1.737, 5.264, 0.379], [-3.809, 5.626, 1.666], [-4.150, 4.466, 3.824], [-2.380, 2.972, 4.706], [-0.311, 2.611, 3.409]], "s2": 6.018, "e_tot_ha": -5899.43323, "homo_energy_ev": [-7.02, -7.63], "spin_multiplicity": 5}